46
Properties=species:S:1:pos:R:3:forces:R:3 method="wB97M-V/def2-TZVPD" de_lowest_kj_mol=85.3 e_tot_ev=-38773.7379 gap_ev=9.2 smiles="CCc1nnc(NC(=O)[C@@H]2CCCN(c3nc(C)cc(C)n3)C2)s1" molar_mass_g_mol=346.46 multiplicity=1 e_lumo_ha=0.02800 homo_energy_ev=-8.4
C -1.087410 6.203886 0.208804 0.1665 0.0068 0.0453
H -1.041377 7.288179 0.271223 -0.0479 0.1039 -0.0076
H -1.369224 5.924297 -0.803355 -0.0718 -0.0151 -0.0876
H -1.848359 5.838023 0.891679 -0.0901 0.0045 0.0148
C 0.266616 5.597447 0.570998 -0.1688 0.2572 0.0504
C 0.217152 4.112367 0.561517 0.8185 -0.4897 -0.4421
N -0.712658 3.415600 1.108365 -0.5207 1.3438 0.3242
N -0.554245 2.100728 0.986137 0.1274 -1.4221 -0.1811
C 0.514045 1.771376 0.336311 0.4944 1.0471 -0.2974
N 0.879135 0.481840 0.086102 -0.0418 -0.2918 0.0156
C 1.996539 0.217444 -0.644498 0.0919 -0.5493 0.0793
O 2.714351 1.104605 -1.064883 0.2800 0.0209 -0.2239
C 2.272055 -1.238213 -0.966032 -0.0166 0.0859 -0.1083
C 1.813854 -2.264801 0.091012 0.1999 0.1407 0.1320
N 0.612141 -2.942071 -0.321431 0.0875 -0.0522 -0.0118
C -0.608656 -2.594181 0.133827 -0.4389 0.0476 0.3793
N -1.650843 -3.310676 -0.297642 -0.0331 -0.2140 -0.2034
C -2.835013 -3.037995 0.224534 0.0656 0.2212 0.1807
C -2.987613 -2.061985 1.207213 0.1344 0.0312 -0.0426
C -1.866821 -1.327305 1.566104 -0.4019 -0.2502 0.0123
N -0.681932 -1.578628 1.005014 0.0631 -0.1548 0.0318
C -1.916607 -0.232862 2.572472 -0.1169 -0.0059 0.0286
H -2.906139 -0.157927 3.012753 -0.0732 0.0102 0.0782
H -1.183108 -0.417981 3.354972 0.0489 -0.0279 0.0749
H -1.651756 0.714152 2.096754 -0.0478 -0.0647 0.0620
H -3.948450 -1.868752 1.654226 -0.0984 0.0474 0.0632
C -3.997712 -3.830939 -0.277778 0.0139 -0.0053 -0.0072
H -4.734863 -3.167287 -0.726689 -0.0882 0.0102 -0.0191
H -3.660680 -4.550547 -1.017890 -0.0142 -0.0268 -0.0181
H -4.475353 -4.356090 0.547372 -0.0845 -0.0399 0.0299
C 0.762645 -3.784087 -1.485990 -0.0261 -0.3105 -0.2864
H -0.239791 -3.982845 -1.865494 0.2269 -0.0465 -0.0014
C 1.632687 -3.074790 -2.539489 -0.0867 0.1539 0.0510
C 1.590623 -1.566621 -2.308283 0.2225 -0.1297 -0.1014
H 0.550157 -1.232847 -2.286247 -0.0168 0.0598 -0.0302
H 2.098223 -1.035456 -3.113325 -0.0545 0.0585 0.0225
H 2.667572 -3.414801 -2.473210 0.0530 -0.0248 -0.0620
H 1.267550 -3.312249 -3.538271 0.0582 -0.0718 -0.0105
H 1.216404 -4.737992 -1.192872 -0.0838 0.0034 -0.0463
H 1.650114 -1.802969 1.064579 0.1030 -0.1050 -0.0594
H 2.590520 -3.028902 0.202099 -0.0272 0.0900 0.0359
H 3.354953 -1.314739 -1.103434 -0.1079 0.0666 0.0378
H 0.272460 -0.273099 0.486323 0.2712 0.1760 -0.0471
S 1.460799 3.134866 -0.211958 -0.8903 0.2299 0.5442
H 1.035991 5.931339 -0.127087 0.0252 0.0615 0.0789
H 0.553144 5.927731 1.573925 0.0959 0.0198 -0.0778